1.
# C59H85F5O28S

A 15-piece molecular cluster, C59H85F5O28S overall (ωB97M-V/def2-TZVPD, OMol25).

Geometry as XYZ:
```
178
Properties=species:S:1:pos:R:3:mulliken_charge:R:1
F 13.713 -0.855 5.419 -0.29
C 12.484 -0.719 4.882 0.33
C 12.248 -0.995 3.524 -0.29
C 11.008 -0.752 2.932 -0.48
C 9.964 -0.375 3.767 -0.44
C 10.173 -0.035 5.080 -0.36
C 11.450 -0.226 5.686 -0.32
H 13.153 -1.324 3.034 0.38
H 10.953 -0.929 1.868 0.37
H 8.954 -0.239 3.408 0.38
H 9.460 0.420 5.752 0.35
H 11.644 0.094 6.699 0.38
F -8.566 3.015 -9.616 -0.31
C -7.630 2.157 -9.038 0.41
C -8.021 1.539 -7.827 -0.39
C -7.218 0.562 -7.225 -0.44
C -5.924 0.349 -7.787 -0.47
C -5.532 1.086 -8.878 -0.26
C -6.362 1.942 -9.572 -0.49
H -8.978 1.861 -7.445 0.40
H -7.537 0.065 -6.321 0.38
H -5.322 -0.454 -7.386 0.39
H -4.517 0.880 -9.182 0.35
H -6.115 2.461 -10.486 0.42
F 1.262 2.525 8.579 -0.29
C 2.132 3.283 9.293 0.14
C 3.335 3.622 8.732 -0.16
C 4.346 4.230 9.439 -0.51
C 4.081 4.652 10.751 -0.23
C 2.867 4.337 11.406 -0.58
C 1.950 3.610 10.618 -0.14
H 3.495 3.193 7.754 0.35
H 5.278 4.354 8.908 0.36
H 4.907 5.124 11.262 0.33
H 2.699 4.566 12.448 0.39
H 0.984 3.353 11.028 0.34
F 4.579 4.006 -0.152 -0.30
C 3.719 4.814 -0.746 0.54
C 2.903 4.259 -1.716 -0.51
C 2.164 5.138 -2.520 -0.22
C 2.214 6.493 -2.358 -0.67
C 2.867 6.957 -1.211 -0.33
C 3.694 6.174 -0.466 -0.47
H 2.853 3.197 -1.905 0.44
H 1.586 4.696 -3.318 0.37
H 1.683 7.150 -3.030 0.40
H 2.961 8.020 -1.045 0.35
H 4.225 6.580 0.382 0.40
F -4.277 2.586 3.374 -0.28
C -3.955 3.703 3.895 0.39
C -2.659 4.164 3.967 -0.29
C -2.309 5.374 4.518 -0.45
C -3.281 6.236 4.993 -0.41
C -4.626 5.804 4.847 -0.43
C -4.963 4.517 4.431 -0.35
H -1.901 3.552 3.501 0.40
H -1.276 5.645 4.359 0.35
H -3.087 7.253 5.302 0.37
H -5.344 6.434 5.351 0.34
H -6.006 4.239 4.471 0.37
C -4.777 -6.926 -3.618 -0.93
S -4.911 -5.754 -2.227 0.52
O -5.765 -4.629 -2.839 -0.63
C -6.211 -6.722 -1.370 -0.88
H -4.404 -7.899 -3.298 0.35
H -4.145 -6.600 -4.445 0.32
H -5.753 -7.104 -4.068 0.31
H -6.696 -6.213 -0.537 0.33
H -5.794 -7.640 -0.955 0.33
H -6.975 -6.869 -2.134 0.29
C -1.933 0.085 -1.334 -0.61
O -0.834 0.308 -0.388 -0.28
C 0.051 -0.661 -0.162 0.78
O -0.033 -1.817 -0.542 -0.59
O 0.884 -0.182 0.733 -0.27
C 1.780 -1.007 1.505 -0.60
H -2.576 -0.736 -1.019 0.29
H -1.583 -0.090 -2.351 0.28
H -2.455 1.040 -1.391 0.23
H 2.442 -1.546 0.827 0.27
H 1.146 -1.747 1.993 0.29
H 2.279 -0.460 2.305 0.22
C -1.574 12.958 -0.475 -0.66
O -1.865 11.720 -1.064 -0.26
C -2.526 10.821 -0.285 0.72
O -2.977 10.910 0.935 -0.58
O -2.714 9.696 -1.046 -0.26
C -2.825 8.441 -0.417 -0.65
H -2.350 13.356 0.179 0.32
H -1.361 13.690 -1.254 0.25
H -0.730 12.855 0.207 0.29
H -2.888 7.633 -1.146 0.25
H -3.749 8.393 0.160 0.29
H -1.932 8.172 0.147 0.29
C -0.606 8.227 -10.970 -0.65
O -1.470 7.400 -10.280 -0.29
C -1.473 7.321 -8.944 0.78
O -0.989 8.132 -8.157 -0.58
O -2.349 6.365 -8.617 -0.29
C -2.956 6.271 -7.398 -0.68
H 0.391 7.786 -10.978 0.28
H -0.605 9.201 -10.480 0.31
H -0.812 8.456 -12.015 0.25
H -2.717 5.336 -6.892 0.26
H -4.020 6.418 -7.583 0.27
H -2.780 7.018 -6.625 0.34
C 3.945 1.771 -7.547 -0.62
O 2.930 0.861 -7.264 -0.31
C 3.070 -0.177 -6.419 0.82
O 4.012 -0.388 -5.651 -0.59
O 1.979 -0.881 -6.592 -0.28
C 1.758 -2.015 -5.801 -0.66
H 4.565 1.176 -8.218 0.30
H 4.417 2.090 -6.618 0.31
H 3.419 2.588 -8.040 0.19
H 2.241 -1.906 -4.830 0.33
H 2.218 -2.874 -6.291 0.28
H 0.696 -2.195 -5.640 0.23
C -8.871 5.242 -2.571 -0.69
O -8.325 3.989 -2.219 -0.25
C -8.954 3.347 -1.177 0.72
O -10.015 3.598 -0.553 -0.56
O -8.155 2.235 -0.839 -0.28
C -8.584 1.160 0.047 -0.60
H -9.394 5.781 -1.782 0.33
H -9.388 5.244 -3.530 0.26
H -8.016 5.912 -2.655 0.27
H -8.451 1.455 1.087 0.28
H -7.865 0.350 -0.075 0.23
H -9.596 0.823 -0.179 0.29
C -3.303 -8.208 6.635 -0.64
O -2.842 -6.939 6.236 -0.27
C -3.634 -6.133 5.481 0.77
O -4.698 -6.365 4.842 -0.60
O -2.964 -5.041 5.355 -0.27
C -3.562 -3.895 4.747 -0.66
H -4.209 -8.104 7.232 0.30
H -2.541 -8.663 7.268 0.24
H -3.515 -8.918 5.836 0.29
H -3.017 -3.029 5.123 0.26
H -4.557 -3.612 5.092 0.31
H -3.521 -4.006 3.664 0.28
C 6.117 -4.559 -1.551 -0.65
O 6.103 -5.810 -0.787 -0.27
C 5.510 -6.878 -1.226 0.83
O 4.768 -6.857 -2.211 -0.62
O 5.778 -7.909 -0.434 -0.30
C 5.262 -9.236 -0.655 -0.66
H 5.074 -4.317 -1.752 0.29
H 6.527 -4.678 -2.554 0.29
H 6.567 -3.698 -1.055 0.24
H 4.468 -9.320 -1.397 0.33
H 4.784 -9.561 0.269 0.25
H 6.057 -9.918 -0.960 0.27
C 3.890 -7.302 5.906 -0.69
O 5.283 -7.370 5.848 -0.32
C 5.976 -6.544 5.052 0.87
O 5.377 -5.773 4.276 -0.62
O 7.262 -6.771 5.128 -0.31
C 8.218 -6.117 4.300 -0.67
H 3.490 -8.047 5.218 0.28
H 3.357 -6.354 5.976 0.31
H 3.574 -7.614 6.902 0.28
H 8.930 -5.673 4.996 0.26
H 7.803 -5.333 3.667 0.33
H 8.716 -6.709 3.532 0.28
C -0.219 -8.368 0.773 -0.71
O 0.158 -9.603 1.263 -0.26
C -0.383 -10.737 0.782 0.77
O -1.270 -10.719 -0.060 -0.58
O 0.182 -11.817 1.338 -0.29
C -0.471 -13.083 1.341 -0.65
H 0.364 -7.601 1.281 0.26
H -1.279 -8.124 0.704 0.30
H 0.274 -8.300 -0.197 0.32
H 0.020 -13.816 0.700 0.26
H -1.498 -13.007 0.983 0.33
H -0.479 -13.531 2.334 0.25
```

Output
* total charge: 0
* E_HOMO: -9.06 eV
* Kohn-Sham gap: 9.1 eV

---

2.
# C24H41BrN2NaOS5SbSi2Te

C24H41BrN2NaOS5SbSi2Te as an isolated structure (ωB97M-V/def2-TZVPD, OMol25).

Geometry as XYZ:
```
79
Properties=species:S:1:pos:R:3:mulliken_charge:R:1
Na -0.898 -3.320 1.672 0.59
Br -1.062 2.851 5.229 -0.23
C -1.754 1.464 4.039 -0.09
C -2.506 0.438 4.609 -0.50
C -2.983 -0.561 3.732 -0.07
C -2.610 -0.547 2.371 0.66
C -1.879 0.496 1.862 -0.57
C -1.483 1.534 2.708 -0.54
N -3.088 -1.723 1.673 -0.58
C -3.129 -1.683 0.409 0.07
C -3.493 -2.832 -0.465 0.40
C -2.809 -2.933 -1.655 -0.23
C -3.121 -4.055 -2.471 -0.53
C -4.040 -4.990 -2.109 -0.58
C -4.686 -4.716 -0.851 -0.04
N -4.444 -3.703 -0.084 -0.57
H -2.727 0.434 5.696 0.34
H -3.627 -1.375 4.041 0.37
H -1.493 0.411 0.792 0.23
H -0.858 2.255 2.266 0.49
H -2.887 -0.785 -0.188 0.36
H -1.952 -2.216 -1.922 0.21
H -2.616 -4.108 -3.374 0.54
H -4.292 -5.861 -2.733 0.33
H -5.485 -5.353 -0.471 0.39
S 1.150 -2.730 -3.269 -0.71
Sb 1.448 -2.966 -0.971 0.47
S 0.420 -1.271 0.393 -0.06
S 0.320 -4.853 -0.065 -0.78
S 3.659 -2.692 -0.251 -0.74
C -0.618 4.994 -5.556 -0.99
Si -0.721 3.262 -4.981 0.17
C -0.792 2.081 -6.439 -0.96
C -2.301 2.977 -3.890 -1.13
C 0.598 2.847 -3.787 -0.77
Te 0.539 0.779 -3.239 0.19
C 2.403 0.778 -2.299 0.34
Si 2.610 1.802 -0.726 0.37
C 3.551 3.312 -1.198 -1.04
C 3.738 0.734 0.335 -0.68
C 1.023 2.384 0.115 0.10
H -1.344 5.079 -6.481 0.19
H 0.371 5.401 -5.802 0.34
H -1.026 5.769 -4.858 0.30
H -1.493 2.491 -7.310 0.20
H -0.975 1.063 -6.116 0.34
H 0.186 1.979 -6.830 0.36
H -3.220 3.324 -4.306 0.40
H -2.154 3.464 -2.944 0.31
H -2.409 1.919 -3.713 0.29
H 0.598 3.515 -2.910 0.25
H 1.610 2.971 -4.231 0.36
H 3.214 0.792 -3.032 0.50
H 2.292 -0.235 -1.988 -0.92
H 4.577 3.026 -1.670 0.20
H 3.811 3.856 -0.309 0.33
H 3.030 3.981 -1.892 0.24
H 3.173 0.227 1.143 -0.09
H 4.556 1.263 0.781 0.48
H 4.161 -0.096 -0.207 0.19
H 1.171 3.138 0.897 0.44
H 0.531 1.561 0.561 -0.79
H 0.465 2.900 -0.683 0.12
C 2.421 -0.082 5.530 -1.01
C 1.130 -0.874 5.446 -0.54
S 0.748 -1.351 3.661 0.62
O -0.386 -2.362 3.599 -0.86
C 2.264 -2.320 3.269 0.68
C 2.538 -3.565 4.172 -1.28
H 3.339 -0.769 5.614 0.21
H 2.445 0.617 6.395 0.36
H 2.580 0.502 4.594 0.24
H 0.322 -0.235 5.661 0.30
H 1.174 -1.751 6.076 0.44
H 3.066 -1.530 3.355 0.20
H 2.270 -2.459 2.229 -0.56
H 3.349 -4.162 3.824 0.42
H 1.724 -4.311 4.305 0.25
H 2.786 -3.295 5.228 0.26
```

Output
* total charge: -2
* E_HOMO: -1.27 eV
* Kohn-Sham gap: 4.7 eV